P | A structure of composition C4H8N3. Source: OMol25; level of theory: wB97M-V/def2-TZVPD.

```
15
Properties=species:S:1:pos:R:3
C -3.901 -0.091 0.355
C 1.798 0.677 -0.456
C 0.789 -0.465 -0.553
C 0.838 1.199 0.609
N -2.094 1.092 -0.641
N -2.949 0.526 -0.169
N -0.051 0.120 0.422
H -4.320 -0.961 -0.120
H -4.329 0.267 1.276
H 2.795 0.414 -0.117
H 1.885 1.295 -1.347
H 0.306 -0.669 -1.513
H 1.119 -1.452 -0.197
H 1.182 1.224 1.652
H 0.376 2.179 0.454
```

Properties
- total charge = +1
- gap between HOMO and LUMO (spin up / spin down) (Ha) = 0.3246 / 0.2017


Q | The ion C4H8N3 with charge +1. Source: OMol25; level of theory: wB97M-V/def2-TZVPD.

```
15
Properties=species:S:1:pos:R:3
C -0.498 0.730 -0.315
C -0.238 3.106 -0.032
C -0.394 -1.589 -0.407
C 0.504 -1.317 0.789
N -0.020 1.914 -0.342
N -0.724 -0.317 -1.056
N 0.003 0.002 1.175
H -0.992 3.427 0.593
H 0.643 3.795 -0.344
H 0.046 -2.231 -1.217
H -1.199 -1.987 -0.021
H 0.415 -2.111 1.539
H 1.649 -1.340 0.613
H -1.029 -0.332 -2.005
H 0.571 0.633 1.798
```

Properties
- total charge = +1
- SMILES = C=NC1=[NH+]CCN1
- gap between HOMO and LUMO (Ha) = 0.3295


Energetically preferred structure: Q | next structure: +296.0 kJ/mol


P | A cluster of 2 separate species, C3H7N4 in total. Source: OMol25; level of theory: wB97M-V/def2-TZVPD.

```
14
Properties=species:S:1:pos:R:3
C -0.536 -1.263 -0.389
C -0.002 0.816 0.151
C -1.377 0.539 0.714
N 2.946 0.110 -0.903
N 2.206 -0.711 -1.128
N 0.408 -0.409 -0.496
N -1.626 -0.813 0.228
H -0.436 -2.329 -0.705
H 0.103 1.675 -0.578
H 0.812 1.162 0.907
H -1.467 0.589 1.720
H -2.154 1.212 0.383
H 3.433 0.914 -0.643
H -2.311 -1.491 0.740
```

Properties
- total charge = +1
- gap between HOMO and LUMO (Ha) = 0.3126


Q | A cluster of 2 separate species, C3H7N4 in total. Source: OMol25; level of theory: wB97M-V/def2-TZVPD.

```
14
Properties=species:S:1:pos:R:3
C -1.141 -0.352 0.550
C -0.899 0.639 -0.292
C -1.374 -1.534 -0.308
N -0.488 0.039 -1.518
N -0.821 -1.114 -1.572
N -1.497 -2.783 0.042
N 1.586 1.564 -0.405
H -1.575 -0.293 1.639
H -0.638 1.682 -0.220
H -1.446 -3.083 1.003
H -1.722 -3.526 -0.471
H 2.326 1.414 0.311
H 1.290 2.531 -0.133
H 2.005 1.306 -1.328
```

Properties
- total charge = +1
- gap between HOMO and LUMO (spin up / spin down) (Ha) = 0.2516 / 0.2516


Energetically preferred structure: P | next structure: +62.9 kJ/mol


P | The ion C3H7N4 with charge +1. Source: OMol25; level of theory: wB97M-V/def2-TZVPD.

```
14
Properties=species:S:1:pos:R:3
C 2.129 0.320 -0.485
C 0.824 0.834 -0.474
C -1.416 -0.083 0.530
N 2.209 -0.608 0.467
N 1.025 -0.765 0.988
N 0.050 0.195 0.390
N -2.133 -0.156 -0.677
H 3.050 0.712 -0.989
H 0.403 1.557 -1.226
H -1.826 0.713 1.070
H -1.514 -0.988 1.095
H 0.878 -1.384 1.688
H -1.829 -0.995 -1.072
H -1.852 0.650 -1.305
```

Properties
- total charge = +1
- SMILES = NC[n+]1ccn[nH]1
- gap between HOMO and LUMO (Ha) = 0.3750


Q | The ion C3H7N4 with charge +1. Source: OMol25; level of theory: wB97M-V/def2-TZVPD.

```
14
Properties=species:S:1:pos:R:3
C -2.124 -0.263 1.014
C -1.325 0.773 0.615
C 1.034 0.742 -0.261
N -1.576 -1.392 0.700
N -0.428 -1.114 0.228
N -0.234 0.210 0.049
N 1.871 -0.548 -0.921
H -3.050 -0.086 1.463
H -1.301 1.888 0.612
H 1.687 1.025 0.483
H 0.768 1.612 -1.012
H 0.269 -1.741 -0.011
H 1.564 -0.805 -1.848
H 2.845 -0.301 -1.111
```

Properties
- total charge = +1
- SMILES = NC[n+]1ccn[nH]1
- gap between HOMO and LUMO (Ha) = 0.3880


R | The ion C3H7N4 with charge +1. Source: OMol25; level of theory: wB97M-V/def2-TZVPD.

```
14
Properties=species:S:1:pos:R:3
C -1.439 -1.314 0.086
C 0.398 0.326 0.384
C 1.677 0.555 -0.399
N -2.352 -0.358 -0.108
N -1.930 0.835 -0.201
N -0.705 1.090 0.044
N -0.154 -1.121 0.250
H -1.705 -2.303 0.100
H 0.666 0.503 1.444
H 1.555 1.553 -0.816
H 1.445 -0.176 -1.299
H 2.610 0.341 0.096
H -0.458 2.071 -0.036
H 0.391 -2.001 0.453
```

Properties
- total charge = +1
- SMILES = C[C@H]1NN=NC=[NH+]1
- gap between HOMO and LUMO (Ha) = 0.3400


S | The ion C3H7N4 with charge +1. Source: OMol25; level of theory: wB97M-V/def2-TZVPD.

```
14
Properties=species:S:1:pos:R:3
C -0.164 -0.696 0.081
C -1.452 -0.034 0.010
C 2.197 -0.016 0.027
N -1.339 1.268 -0.052
N 0.312 1.439 0.069
N 0.777 0.213 0.041
N -2.622 -0.666 0.007
H 0.029 -1.748 0.183
H 2.549 -0.122 -1.004
H 2.708 0.828 0.488
H 2.439 -0.928 0.570
H 0.716 2.257 -0.361
H -2.679 -1.668 -0.012
H -3.471 -0.126 -0.048
```

Properties
- total charge = +1
- SMILES = C[n+]1cc(N)n[nH]1
- gap between HOMO and LUMO (Ha) = 0.3402


Energetically preferred structure: S | next structure: +13.1 kJ/mol